{"formula": "C3H10N4", "method": "ωB97M-V/def2-TZVPD", "species": ["C", "C", "C", "N", "N", "N", "N", "H", "H", "H", "H", "H", "H", "H", "H", "H", "H"], "xyz": [[-1.250489, 0.601354, 0.521390], [1.928372, 0.413603, 0.392378], [-0.889915, -0.922030, -1.512419], [2.365645, 0.137948, 1.522299], [2.133122, 0.578819, -0.865509], [-2.499974, 0.565836, 0.870736], [-0.732417, 0.131204, -0.580650], [-0.574473, 1.298212, 1.012594], [-1.370321, -1.818368, -0.998098], [0.098835, -1.160085, -1.779784], [-1.576306, -0.827823, -2.312326], [3.391166, 0.300295, 1.741477], [1.975212, 0.144372, 2.419043], [2.968182, 1.116570, -1.232832], [1.398633, 0.432684, -1.610252], [-2.898896, 0.925892, 1.808348], [-3.167309, -0.083017, 0.321432]], "forces_ev_per_angstrom": [[0.24, 1.01, -0.53], [-3.02, -0.96, -3.63], [-2.00, -2.33, 3.23], [3.60, 0.74, 0.51], [0.98, 1.20, -0.61], [-3.25, -1.61, 0.98], [2.22, 1.11, 0.70], [-0.59, -0.23, 0.61], [0.99, 0.62, -0.37], [1.13, -0.72, -1.16], [-0.30, 1.26, -1.33], [-0.46, -0.60, -0.87], [-2.11, 0.03, 1.46], [-0.71, -0.63, 0.60], [0.84, 0.09, 1.32], [1.12, -0.47, -2.21], [1.34, 1.48, 1.30]], "homo_ha": [-0.654, -0.655], "spin_multiplicity": 1, "fmax_ha_per_bohr": 0.09377, "orbital_gap_ha": [0.207, 0.208], "charge": 2, "e_above_lowest_kcal_mol": 147.1}